# 1
{"formula": "C38H40N2O13P", "method": "ωB97M-V with the def2-TZVPD basis set", "symbols": ["C", "C", "C", "N", "C", "C", "C", "C", "P", "O", "O", "O", "C", "C", "C", "C", "C", "O", "C", "C", "O", "N", "H", "H", "H", "H", "H", "H", "H", "H", "H", "H", "H", "H", "H", "H", "H", "H", "H", "H", "H", "H", "H", "H", "H", "H", "C", "C", "C", "O", "C", "C", "C", "O", "H", "H", "H", "H", "C", "C", "C", "O", "C", "C", "C", "O", "H", "H", "H", "H", "C", "C", "C", "O", "C", "C", "C", "O", "H", "H", "H", "H", "C", "C", "C", "O", "C", "C", "C", "O", "H", "H", "H", "H"], "positions_angstrom": [[-1.146, 3.916, 3.732], [-2.590, 3.403, 4.399], [-2.902, 1.855, 3.851], [-2.489, 1.849, 2.392], [-2.507, 0.463, 1.785], [-1.291, -0.663, 1.975], [-1.373, -2.140, 1.232], [-0.141, -3.262, 1.373], [0.715, -3.255, -0.377], [2.195, -3.800, -0.275], [-0.161, -4.205, -1.560], [0.835, -1.590, -0.976], [-2.703, -2.436, 0.315], [-3.837, -1.251, 0.197], [-5.178, -1.450, -0.744], [-4.672, -1.494, -2.319], [-3.331, -0.597, -2.621], [-3.202, -0.188, -4.059], [-2.395, 1.077, -4.033], [-0.913, 1.170, -3.274], [-2.832, 2.219, -4.630], [-3.695, 0.085, 0.908], [-1.298, 4.223, 2.592], [-0.800, 4.906, 4.295], [-0.327, 3.063, 3.825], [-3.418, 4.078, 3.867], [-2.609, 3.489, 5.566], [-2.266, 1.106, 4.525], [-4.044, 1.555, 4.007], [-3.074, 2.532, 1.859], [-0.322, -0.421, 2.615], [-0.523, -4.327, 1.671], [0.651, -2.816, 2.115], [-0.636, -3.565, -2.173], [0.041, -1.395, -1.567], [-2.838, -3.459, -0.238], [-5.916, -0.547, -0.641], [-5.679, -2.462, -0.387], [-4.367, -2.626, -2.529], [-5.568, -1.254, -3.035], [-2.384, -1.279, -2.390], [-3.288, 0.424, -2.013], [-0.405, 2.192, -3.556], [-1.040, 1.175, -2.091], [-0.176, 0.322, -3.623], [-4.460, 0.806, 0.786], [-0.630, 7.116, -1.686], [-0.386, 5.844, -1.357], [-1.237, 4.746, -1.857], [-1.016, 3.582, -1.555], [-2.367, 5.109, -2.736], [-2.611, 6.381, -3.065], [-1.759, 7.479, -2.565], [-1.981, 8.643, -2.867], [-0.016, 7.933, -1.328], [0.439, 5.562, -0.714], [-2.981, 4.292, -3.095], [-3.436, 6.664, -3.708], [1.119, -9.694, 1.102], [2.291, -9.180, 1.486], [2.657, -7.785, 1.170], [3.731, -7.315, 1.520], [1.677, -6.980, 0.414], [0.505, -7.494, 0.029], [0.139, -8.889, 0.346], [-0.935, -9.359, -0.004], [0.835, -10.715, 1.325], [3.020, -9.757, 2.042], [1.961, -5.959, 0.191], [-0.224, -6.917, -0.526], [3.005, 3.441, -2.895], [3.727, 3.401, -4.019], [4.815, 4.368, -4.265], [5.476, 4.333, -5.294], [5.075, 5.379, -3.221], [4.352, 5.419, -2.097], [3.264, 4.452, -1.851], [2.604, 4.486, -0.822], [2.203, 2.739, -2.699], [3.550, 2.665, -4.794], [5.877, 6.080, -3.416], [4.530, 6.155, -1.322], [5.005, -1.943, 2.406], [3.894, -2.674, 2.541], [3.065, -2.590, 3.759], [2.049, -3.260, 3.885], [3.509, -1.665, 4.821], [4.620, -0.934, 4.686], [5.449, -1.019, 3.468], [6.465, -0.348, 3.343], [5.625, -1.994, 1.520], [3.555, -3.357, 1.771], [2.889, -1.614, 5.708], [4.959, -0.252, 5.456]], "forces_ev_per_a": [[-0.288, 0.390, 0.422], [0.044, 0.013, -1.988], [0.068, 0.596, 2.266], [-0.914, -3.759, -0.751], [0.622, -1.915, -0.812], [-2.597, -0.923, -2.144], [-3.039, 2.571, -0.061], [-1.282, 2.087, -0.640], [5.208, -1.036, -1.461], [-5.591, 1.909, -0.016], [0.290, 3.516, 1.632], [-2.450, -3.255, 0.201], [0.289, 4.255, 2.147], [2.151, -0.671, 1.029], [1.288, 0.397, 0.149], [0.276, -1.371, -0.376], [0.462, 0.093, 0.267], [1.531, 2.829, 2.022], [-1.414, 5.611, -2.836], [-0.164, -0.136, 0.016], [2.433, -8.210, 3.861], [3.005, -2.709, 0.420], [0.397, -0.876, 2.530], [-0.653, -2.311, -1.158], [-1.679, 1.970, -0.229], [1.601, -1.281, 1.642], [-0.085, -0.265, -2.413], [-1.182, 1.493, -1.918], [2.375, 0.709, -0.416], [0.617, -1.009, 0.394], [-2.504, -0.328, -1.498], [0.751, 2.112, -0.650], [-1.410, -1.211, -1.391], [0.734, -1.255, 0.834], [1.375, -0.088, 1.093], [0.112, 2.267, 1.175], [1.470, -1.763, 0.182], [0.970, 2.234, -0.956], [-0.705, 2.460, 0.293], [1.854, -0.212, 1.433], [-1.934, 1.587, -0.159], [-0.240, -2.456, -0.820], [-1.451, -2.100, 0.455], [0.220, -0.124, -2.652], [-1.699, 1.385, 0.680], [1.245, -1.316, 0.178], [0.236, -0.324, 0.207], [0.157, 0.351, 0.111], [0.075, -0.215, 0.053], [-0.199, 0.376, 0.071], [-0.282, 0.229, -0.152], [-0.128, -0.469, -0.025], [-0.161, 1.083, -0.299], [0.160, -0.930, 0.252], [-0.034, 0.002, -0.019], [0.002, -0.047, -0.038], [0.055, -0.018, -0.062], [0.041, 0.019, 0.016], [0.412, -0.033, 0.210], [-0.287, -0.367, -0.008], [0.875, 0.273, 0.303], [-0.778, -0.289, -0.231], [-0.410, 0.132, -0.207], [0.307, 0.283, 0.112], [-0.791, -0.390, -0.269], [0.645, 0.342, 0.228], [-0.027, 0.033, -0.029], [-0.002, 0.044, -0.023], [0.104, -0.020, -0.020], [0.000, -0.039, -0.052], [0.109, -0.165, -0.415], [-0.411, -0.211, 0.282], [0.658, 0.020, -0.929], [-0.554, 0.002, 0.819], [-0.101, 0.214, 0.434], [0.302, 0.141, -0.263], [-0.308, 0.047, 0.601], [0.286, -0.011, -0.530], [0.003, 0.020, 0.056], [0.045, 0.042, -0.005], [-0.016, -0.039, -0.030], [-0.025, -0.044, -0.005], [-0.310, -0.270, -0.149], [0.266, 0.052, -0.230], [-0.076, -0.224, 0.017], [0.082, 0.358, -0.129], [0.236, 0.268, 0.181], [-0.417, -0.105, 0.305], [0.958, 0.539, -0.207], [-0.825, -0.493, 0.131], [-0.001, 0.002, 0.038], [-0.009, -0.021, -0.034], [0.011, -0.033, -0.003], [0.021, -0.019, -0.040]], "mulliken_charge": [-0.64, -0.48, -0.59, 0.04, -0.20, -0.73, 0.39, 0.27, 1.05, -0.69, -0.49, -0.46, -0.34, 0.04, -0.75, -0.68, 0.27, -0.40, 0.47, -0.46, -0.53, -0.11, 0.11, 0.32, 0.20, 0.27, 0.33, 0.32, 0.28, 0.39, 0.32, 0.51, -0.36, 0.29, 0.18, 0.42, 0.29, 0.32, 0.27, 0.37, -0.03, 0.14, 0.19, 0.17, 0.38, 0.37, -0.35, -0.32, 0.27, -0.54, -0.17, -0.40, 0.25, -0.54, 0.45, 0.54, 0.31, 0.44, -0.41, -0.41, 0.20, -0.55, -0.20, -0.18, 0.24, -0.55, 0.42, 0.42, 0.58, 0.48, -0.33, -0.28, 0.33, -0.53, -0.38, -0.39, 0.36, -0.57, 0.56, 0.42, 0.42, 0.43, -0.46, -0.21, 0.52, -0.63, -0.56, -0.35, 0.33, -0.54, 0.46, 0.56, 0.44, 0.42], "lumo_energy_ha": -0.181, "e_homo_ev": -11.7095, "charge": 1, "homo_lumo_gap_ev": 6.79, "total_energy_ha": -2900.23655}



# 2
{"formula": "C30H48F5NO17S", "method": "ωB97M-V with the def2-TZVPD basis set", "symbols": ["O", "C", "C", "C", "C", "C", "F", "F", "C", "F", "F", "F", "O", "C", "S", "C", "C", "C", "N", "C", "C", "C", "C", "C", "C", "C", "O", "C", "O", "O", "H", "H", "H", "H", "H", "H", "H", "H", "H", "H", "H", "H", "H", "H", "H", "H", "H", "H", "H", "H", "H", "H", "H", "H", "C", "O", "C", "O", "O", "C", "H", "H", "H", "H", "H", "H", "C", "O", "C", "O", "O", "C", "H", "H", "H", "H", "H", "H", "C", "O", "C", "O", "O", "C", "H", "H", "H", "H", "H", "H", "C", "O", "C", "O", "O", "C", "H", "H", "H", "H", "H", "H"], "positions_angstrom": [[-1.589, -1.138, 2.592], [-0.403, -1.083, 2.549], [0.462, -2.237, 2.134], [1.319, -1.832, 0.914], [1.624, -2.986, -0.050], [1.753, -2.533, -1.487], [1.709, -3.603, -2.324], [0.728, -1.719, -1.853], [3.095, -1.771, -1.788], [3.967, -2.567, -2.408], [2.878, -0.701, -2.557], [3.678, -1.350, -0.654], [0.314, 0.070, 2.795], [0.148, 0.736, 4.054], [-0.307, -0.441, 5.389], [1.511, 1.410, 4.445], [2.674, 1.230, 3.473], [3.336, -0.145, 3.562], [4.304, -0.240, 4.666], [5.631, -0.752, 4.276], [5.719, -2.267, 4.284], [4.884, -3.050, 3.474], [4.917, -4.440, 3.485], [5.814, -5.098, 4.328], [6.670, -4.344, 5.120], [6.631, -2.949, 5.103], [7.541, -2.301, 5.911], [-0.863, 1.888, 3.892], [-1.904, 1.649, 2.956], [-3.167, 1.833, 3.594], [1.137, -2.490, 2.955], [-0.184, -3.077, 1.896], [2.217, -1.316, 1.231], [0.746, -1.089, 0.352], [0.901, -3.798, 0.009], [2.595, -3.422, 0.206], [-1.416, 0.152, 5.840], [1.354, 2.473, 4.626], [1.833, 0.995, 5.400], [2.423, 1.486, 2.444], [3.439, 1.952, 3.769], [3.801, -0.386, 2.605], [2.549, -0.889, 3.719], [3.917, -0.870, 5.356], [6.329, -0.385, 5.027], [5.887, -0.336, 3.304], [4.187, -2.552, 2.810], [4.247, -4.984, 2.832], [5.832, -6.179, 4.359], [7.383, -4.826, 5.777], [7.098, -1.659, 6.473], [-0.315, 2.754, 3.512], [-1.282, 2.182, 4.853], [-3.251, 1.041, 4.147], [4.432, 1.575, -1.704], [4.179, 2.986, -1.755], [4.122, 3.565, -0.560], [4.252, 3.010, 0.503], [3.889, 4.865, -0.733], [3.799, 5.614, 0.481], [4.445, 1.230, -2.730], [5.398, 1.386, -1.239], [3.645, 1.083, -1.147], [4.732, 5.558, 1.038], [2.976, 5.252, 1.095], [3.609, 6.642, 0.187], [-3.603, 0.459, 0.901], [-3.959, 0.674, -0.479], [-4.925, -0.117, -0.924], [-5.508, -0.960, -0.296], [-5.153, 0.183, -2.211], [-6.180, -0.606, -2.824], [-2.811, 1.157, 1.142], [-4.460, 0.647, 1.543], [-3.244, -0.557, 1.042], [-7.131, -0.456, -2.316], [-5.912, -1.659, -2.816], [-6.254, -0.257, -3.851], [-8.196, 4.393, -7.481], [-7.366, 3.468, -6.775], [-7.333, 3.662, -5.455], [-7.927, 4.521, -4.857], [-6.533, 2.744, -4.920], [-6.399, 2.828, -3.494], [-8.128, 4.119, -8.530], [-9.229, 4.315, -7.148], [-7.838, 5.411, -7.344], [-7.367, 2.690, -3.014], [-5.978, 3.789, -3.204], [-5.727, 2.026, -3.202], [-1.787, -1.257, -3.955], [-2.070, -0.913, -5.314], [-3.065, -1.605, -5.861], [-3.717, -2.458, -5.316], [-3.221, -1.191, -7.118], [-4.270, -1.852, -7.829], [-0.968, -0.619, -3.639], [-2.653, -1.070, -3.324], [-1.485, -2.300, -3.878], [-5.229, -1.681, -7.345], [-4.073, -2.920, -7.897], [-4.279, -1.417, -8.824]], "forces_ev_per_a": [[-0.486, -0.027, 0.329], [0.040, -0.065, -0.228], [0.709, 0.328, -0.407], [-0.770, 0.174, -0.344], [0.797, 0.073, 0.397], [-0.055, -0.138, -0.134], [0.008, 0.088, 0.109], [0.052, -0.055, 0.079], [-0.052, -0.031, -0.244], [-0.090, 0.067, 0.087], [-0.020, -0.327, -0.001], [-0.020, 0.035, -0.045], [0.336, -0.583, 0.430], [0.030, 0.939, 0.098], [0.078, -0.182, 0.084], [0.192, -0.607, 0.019], [0.363, 0.412, -0.008], [-0.452, -0.065, 0.139], [-0.082, -0.105, -0.477], [-0.418, -0.298, 0.796], [0.192, -0.358, -0.230], [0.088, -0.070, 0.099], [0.171, 0.318, 0.196], [-0.123, 0.452, -0.196], [-0.064, -0.066, -0.081], [-0.388, -0.188, -0.113], [0.043, -0.082, 0.041], [-0.001, 0.502, -0.349], [0.155, -0.120, 0.645], [0.051, 0.065, 0.269], [-0.183, -0.180, 0.141], [-0.053, -0.010, 0.112], [0.128, -0.080, 0.079], [0.003, 0.013, 0.020], [-0.223, 0.168, -0.182], [-0.096, -0.179, 0.019], [-0.107, 0.003, -0.178], [-0.171, 0.009, -0.034], [-0.005, 0.065, 0.039], [-0.214, -0.121, 0.000], [0.000, 0.016, -0.052], [0.175, 0.080, 0.016], [-0.016, -0.114, -0.162], [0.115, 0.068, 0.146], [0.244, 0.225, -0.305], [0.136, 0.043, 0.011], [0.020, -0.003, 0.019], [0.032, -0.110, 0.059], [0.104, 0.000, 0.038], [-0.011, 0.034, 0.015], [-0.016, 0.078, -0.091], [0.071, -0.051, -0.092], [0.002, -0.011, 0.020], [-0.063, -0.192, -0.247], [0.187, 0.196, -0.005], [0.075, 0.008, -0.010], [-0.053, 0.023, -0.013], [-0.007, -0.012, 0.012], [0.012, -0.001, -0.021], [-0.024, 0.150, 0.058], [-0.060, 0.093, -0.054], [-0.048, -0.029, 0.069], [-0.010, -0.026, 0.094], [-0.020, -0.068, 0.029], [0.042, -0.056, 0.026], [0.001, -0.027, -0.081], [0.000, -0.037, -0.115], [0.024, 0.027, 0.019], [0.007, 0.023, -0.035], [-0.011, -0.011, 0.014], [0.051, -0.182, 0.054], [-0.063, -0.025, -0.171], [-0.115, -0.013, -0.320], [-0.045, -0.052, -0.022], [-0.109, -0.018, -0.006], [0.023, -0.052, 0.064], [-0.007, -0.010, 0.060], [0.065, 0.043, 0.017], [-0.047, 0.035, -0.147], [0.007, -0.019, -0.009], [0.024, -0.029, -0.012], [-0.011, 0.014, 0.007], [-0.001, -0.022, -0.008], [0.098, -0.091, 0.125], [0.052, -0.061, 0.023], [0.014, 0.047, 0.060], [-0.038, 0.006, 0.067], [-0.019, 0.079, -0.017], [-0.070, 0.039, -0.027], [-0.037, 0.172, -0.121], [0.104, 0.024, 0.170], [0.038, 0.011, -0.014], [-0.003, 0.068, 0.000], [-0.032, -0.019, 0.027], [0.022, 0.003, -0.013], [-0.074, -0.001, -0.137], [0.006, 0.049, -0.120], [-0.078, -0.050, -0.003], [-0.073, -0.024, -0.009], [0.013, -0.051, 0.048], [-0.028, -0.013, 0.070], [0.062, 0.050, 0.025]], "mulliken_charge": [-0.63, 0.28, -0.64, -0.01, -1.37, 1.01, -0.35, -0.28, 0.57, -0.29, -0.27, -0.24, -0.05, 1.63, -0.24, -1.99, -0.94, -0.31, -0.27, -1.06, 0.11, 0.20, -0.74, -0.47, -0.51, 0.53, -0.63, -1.51, -0.13, -0.41, 0.12, 0.63, -0.04, 0.62, 0.56, 0.28, 0.17, 0.44, 0.54, 0.37, 0.49, 0.32, 0.15, 0.38, 0.36, 0.34, 0.35, 0.42, 0.38, 0.41, 0.31, 0.41, 0.61, 0.33, -0.39, -0.37, 0.82, -0.55, -0.35, -0.59, 0.28, 0.31, 0.07, 0.29, 0.27, 0.22, -0.59, -0.35, 0.72, -0.57, -0.23, -0.82, 0.31, 0.31, 0.31, 0.35, 0.37, 0.24, -0.64, -0.30, 0.73, -0.55, -0.19, -0.46, 0.21, 0.30, 0.30, 0.31, 0.37, -0.02, -0.31, -0.32, 0.82, -0.55, -0.35, -0.62, 0.23, 0.02, 0.29, 0.28, 0.30, 0.22], "smiles": "O=C(CCCC(F)(F)C(F)(F)F)O[C@@](S)(CCCNCc1ccccc1O)COO.COC(=O)OC.COC(=O)OC.COC(=O)OC.COC(=O)OC", "lumo_energy_ha": 0.007, "e_homo_ev": -8.9096, "charge": 0, "homo_lumo_gap_ev": 9.10, "total_energy_ha": -3403.20004}